# 1
The following is a DFT calculation (ωB97M-V with the def2-TZVPD basis set) of one molecule with the formula C4H5NO3 in a non-equilibrium geometry.

The geometry in XYZ format:
```
13
Properties=species:S:1:pos:R:3:forces:R:3
O 2.6980 0.7148 -0.1685 -2.7 -9.1 -1.5
C 1.9240 -0.5109 -0.2329 6.0 6.3 2.4
C 0.6977 -0.1861 0.3748 -3.5 2.7 -3.1
C -0.5529 -0.8499 -0.1574 -1.3 -3.6 -0.6
C -1.5359 0.2448 -0.2364 -7.2 0.5 2.1
O -2.8242 0.0420 -0.0532 5.3 0.9 -1.3
N -0.9804 1.4677 -0.1998 3.3 2.0 1.2
O 0.5437 1.2469 -0.0934 -3.6 0.5 -0.3
H 2.0564 -1.6320 -0.2219 1.4 1.2 -1.1
H 0.7497 0.0157 1.3654 0.3 -0.6 3.5
H -1.2644 -1.6391 0.5125 2.7 1.8 -1.7
H -0.3077 -1.3591 -1.2029 -0.8 1.1 2.1
H -1.2041 2.4451 0.3137 0.1 -3.6 -1.6
```
Positions in Å, forces in eV/Å.

The lowest unoccupied orbital energy comes out at -1.34 eV. The value obtained for the HOMO-LUMO gap is 8.460 eV. The net charge is 0. The calculation puts the energy relative to the best compared isomer or geometry (same formula, charge and spin) at 7.4416 eV. The energy comes out at -11854.559 eV. For the maximum force, the calculation gives 9.64 eV Å⁻¹.

---

# 2
The following is a DFT calculation (ωB97M-V with the def2-TZVPD basis set) of a 12-piece molecular cluster, C5H32N3O11 overall in a non-equilibrium geometry.

The geometry in XYZ format:
```
51
Properties=species:S:1:pos:R:3:forces:R:3
C 0.5797 0.2890 0.8929 -0.7 1.3 0.8
C -0.3562 0.2380 -0.3198 0.7 -0.5 -2.1
C -1.7648 0.5975 0.0122 -1.0 0.9 -1.5
C -3.0172 0.0834 -0.3051 0.5 0.9 1.7
N -4.0101 0.8874 0.2185 0.8 1.5 -0.6
C -3.3791 1.9912 0.6380 -0.4 -1.3 -0.6
N -2.0403 1.8820 0.5028 1.2 -1.6 0.6
N 1.5434 -0.8077 0.8273 -1.5 -1.7 -0.3
H 0.0110 0.3895 1.8544 0.3 -1.2 -0.8
H 1.1200 1.2439 0.9767 0.3 -0.3 -0.6
H 0.0685 0.8041 -1.1994 -0.5 0.7 1.3
H -0.2396 -0.6873 -0.9674 -0.7 0.0 1.7
H -3.3317 -0.7620 -0.8626 0.2 -0.8 -0.2
H -3.8510 2.9135 0.9074 -0.2 0.1 0.4
H -1.2576 2.5013 0.7933 -1.6 -0.1 -0.4
H 2.3474 -0.6708 1.4352 0.5 0.1 -0.1
H 1.1172 -1.7491 1.0975 0.4 1.4 0.2
H 1.7490 -0.9930 -0.1887 0.8 0.4 1.1
H 1.3493 -1.5670 -3.7657 0.1 -0.1 0.2
H 0.3939 -0.8092 -4.6567 -0.1 0.0 -0.2
O 0.7648 -0.8048 -3.7718 -0.1 0.1 0.1
H -0.2289 4.6894 -0.1139 -0.3 0.1 0.3
H 0.4453 3.3492 -0.1288 -1.2 0.6 0.8
O -0.2911 3.8419 0.3461 2.3 -0.2 -1.2
H 2.9311 3.2231 -2.5532 -0.1 0.1 -0.1
H 1.4281 2.8046 -2.7652 0.0 0.0 0.3
O 2.1928 2.7392 -2.1737 0.2 0.3 0.2
H 2.9222 -2.3972 -1.6651 0.2 0.0 0.0
H 1.7093 -3.2441 -1.2191 -0.6 -0.5 0.1
O 2.1311 -2.3901 -1.1258 0.6 0.3 -0.5
H -0.7148 3.3379 -3.1465 -0.4 0.5 0.4
H -0.2486 2.0225 -3.5836 -0.2 -0.1 1.2
O -0.3983 2.5251 -2.7428 0.3 -0.4 -1.9
H 3.4629 -0.6700 3.8473 0.1 0.2 -0.8
H 4.2323 0.3791 3.0112 -0.2 -0.3 -0.1
O 3.6403 -0.3846 2.9259 0.0 0.1 0.8
H -2.3552 -3.7634 0.0392 -0.5 0.1 0.1
H -2.9055 -2.4059 0.5902 -0.4 0.2 0.0
O -2.1583 -3.0020 0.5932 0.8 -0.3 0.1
H -1.4392 1.0859 3.4199 -0.4 0.1 0.2
H -2.2262 0.0822 4.3135 -0.4 0.2 0.1
O -1.4197 0.2133 3.8199 0.7 -0.3 -0.3
H 3.5813 0.4674 -1.6850 -0.1 0.4 -0.2
H 2.5242 1.3534 -0.9476 0.4 0.0 -0.7
O 2.9846 0.5033 -0.9379 0.1 -0.5 0.7
H -0.6568 -3.3368 -1.1783 -0.2 0.2 0.2
H -0.2029 -4.1635 0.0487 -0.2 0.2 0.2
O 0.0036 -3.9543 -0.8623 0.5 -0.6 -0.5
H -0.0924 -3.2751 2.4648 2.1 1.0 -0.4
H 1.3296 -3.8713 2.3994 -0.1 0.9 -0.1
O 0.8819 -3.0032 2.2855 -2.3 -2.2 0.7
```
Positions in Å, forces in eV/Å.

The lowest unoccupied orbital energy comes out at -2.43 eV. The value obtained for the HOMO-LUMO gap is 8.202 eV. The net charge is +1. The calculation puts the energy relative to the best compared isomer or geometry (same formula, charge and spin) at 0.7384 eV. The energy comes out at -32691.651 eV. For the maximum force, the calculation gives 3.28 eV Å⁻¹.

---

# 3
The following is a DFT calculation (ωB97M-V with the def2-TZVPD basis set) of a 2-piece molecular cluster, C5H15N2O overall in a non-equilibrium geometry.

The geometry in XYZ format:
```
23
Properties=species:S:1:pos:R:3:forces:R:3
N -1.8962 -2.3365 1.0023 -0.5 -0.2 2.0
C -1.4247 -0.9620 0.7282 -1.4 -0.6 1.3
C -0.6480 -0.5777 1.9546 3.0 2.5 -0.3
C -0.6204 -0.9843 -0.5763 -0.1 1.4 1.1
N 0.2158 0.2316 -0.7349 0.4 -3.8 -2.8
C 1.1062 0.2499 -1.9149 -1.0 1.3 -0.8
C 1.7539 1.7059 -1.9723 0.2 -0.9 1.8
O 1.7689 2.2294 -0.6291 -0.2 -1.0 -1.0
H -2.2926 -0.3156 0.6629 0.0 0.6 -0.5
H -2.3898 -2.4188 1.9684 1.5 0.4 -2.1
H -2.6077 -2.6539 0.3848 -0.6 -0.2 -0.9
H 0.9940 2.2681 2.3727 0.0 -0.3 0.4
H 0.1625 0.2200 1.6210 -1.2 -1.6 0.6
H -1.1553 0.0432 2.7193 -0.2 -1.0 -0.4
H -0.0847 -1.4377 2.3682 -0.5 0.5 -0.1
H -1.3445 -1.1396 -1.4070 0.7 0.3 -0.2
H -0.0647 -1.9432 -0.5033 0.6 0.2 -0.5
H 0.9291 2.7439 1.8225 0.0 0.3 -0.3
H 0.5641 0.0502 -2.9889 0.7 -0.1 2.6
H 1.9406 -0.5414 -1.9051 -1.1 0.7 0.4
H 2.8206 1.6580 -2.3068 -1.2 0.2 -0.2
H 1.0469 2.3128 -2.5513 0.6 0.1 -0.4
H 1.2260 1.5977 -0.1151 0.2 1.0 0.2
```
Positions in Å, forces in eV/Å.

The lowest unoccupied orbital energy comes out at -8.89 eV. The value obtained for the HOMO-LUMO gap is 4.724 eV. The net charge is +1. The calculation puts the energy relative to the best compared isomer or geometry (same formula, charge and spin) at 7.9849 eV. The energy comes out at -10442.576 eV. For the maximum force, the calculation gives 4.68 eV Å⁻¹.

---

> Which of these has the highest energy relative to the best compared isomer or geometry (same formula, charge and spin)?

C5H15N2O